(1)
Molecular formula: C2H5N5O
Method: DFT, ωB97M-V with the def2-TZVPD basis set

For the energy above the lowest of the compared OMol25 structures with the same formula, charge and spin, the calculation gives 79.0 kcal per mole.

Geometry as ORCA input:
```
! wB97M-V def2-TZVPD RIJCOSX def2/J DEFGRID3
* xyz 0 1
C 0.354 -0.654 -0.246
C -1.616 -0.160 -0.173
H 1.953 -2.121 0.123
H 2.388 -0.493 -0.396
H -3.358 -0.979 0.618
H 1.113 1.151 1.109
H 1.367 2.287 0.110
N 1.563 -1.135 -0.033
N -0.792 -1.252 -0.289
N -2.869 -0.039 0.209
N 0.263 0.802 -0.646
N 0.650 1.644 0.361
O -1.016 0.951 -0.747
*
```



(2)
Molecular formula: C2H5N6O4
Method: DFT, ωB97M-V with the def2-TZVPD basis set

For the energy above the lowest of the compared OMol25 structures with the same formula, charge and spin, the calculation gives 14.3 kcal per mole.

Geometry as ORCA input:
```
! wB97M-V def2-TZVPD RIJCOSX def2/J DEFGRID3
* xyz 1 1
C 0.890 0.779 -0.185
C 2.132 -1.342 0.518
N -1.039 -0.289 -0.443
N 0.980 -0.539 0.122
N -0.167 -1.131 -0.038
N -0.426 0.885 -0.522
N 1.927 1.793 -0.094
N -4.009 -0.315 0.535
O 2.983 1.334 0.202
O 1.563 2.914 -0.279
O -3.536 -0.731 -0.715
O -5.123 -0.013 0.553
H 3.040 -0.824 0.335
H 2.221 -1.219 1.556
H 2.049 -2.267 0.041
H -2.563 -0.674 -0.607
H -0.923 1.638 -0.977
*
```



(3)
Molecular formula: C2H5NO
Method: DFT, ωB97M-V with the def2-TZVPD basis set

For the energy above the lowest of the compared OMol25 structures with the same formula, charge and spin, the calculation gives 87.1 kcal per mole.

Geometry as ORCA input:
```
! wB97M-V def2-TZVPD RIJCOSX def2/J DEFGRID3
* xyz 0 1
C 0.062 1.097 -1.975
N 0.938 0.421 -1.640
O 1.876 -0.140 -1.204
H -0.798 1.421 -2.470
C -0.416 -0.558 1.457
H -0.507 -1.077 2.406
H -1.209 0.174 1.363
H 0.545 -0.064 1.415
H -0.490 -1.274 0.649
*
```



(4)
Molecular formula: C2H5NO
Method: DFT, ωB97M-V with the def2-TZVPD basis set

For the energy above the lowest of the compared OMol25 structures with the same formula, charge and spin, the calculation gives 45.2 kcal per mole.

Geometry as ORCA input:
```
! wB97M-V def2-TZVPD RIJCOSX def2/J DEFGRID3
* xyz 0 1
C -1.119 -0.448 0.708
C 0.029 0.099 -0.132
N 1.237 -0.583 0.238
O -0.139 0.916 -0.988
H -1.928 0.265 0.806
H -1.513 -1.347 0.245
H -0.676 -0.692 1.670
H 1.932 -0.483 -0.503
H 1.127 0.411 0.696
*
```